(1)
This record from the Open Molecules 2025 dataset describes C16H33Cl2PPb as an isolated structure. The level of theory is wB97M-V/def2-TZVPD.

Element x y z (Å)
Pb  -0.38  -0.17  -1.09
Cl  1.47  0.48  -2.80
Cl  -2.13  -0.68  1.11
C  -1.25  -1.70  -2.00
H  -2.10  -2.16  -1.49
H  -1.14  -1.85  -3.08
C  0.76  -2.02  -0.05
C  0.21  -2.48  -1.24
H  0.08  -1.91  0.81
C  1.21  -2.86  -2.38
H  -0.35  -3.40  -1.01
C  2.47  -3.50  -1.79
H  0.71  -3.53  -3.08
H  1.49  -1.94  -2.92
C  3.15  -2.54  -0.81
H  2.18  -4.42  -1.26
H  3.16  -3.78  -2.58
C  2.21  -2.01  0.30
H  4.01  -3.04  -0.34
H  3.54  -1.68  -1.37
H  2.36  -2.63  1.21
H  2.53  -1.00  0.58
C  -0.22  4.10  -1.64
C  -0.17  4.26  -0.11
C  -0.94  5.50  0.35
P  -0.63  2.64  0.69
C  0.37  2.58  2.25
C  0.49  3.91  3.01
C  -0.06  1.43  3.17
C  -2.45  2.69  1.15
C  -2.85  3.60  2.31
C  -3.33  2.90  -0.09
H  -1.25  3.93  -1.99
H  0.40  3.26  -1.97
H  0.15  5.02  -2.11
H  0.89  4.39  0.18
H  -2.00  5.46  0.07
H  -0.85  5.69  1.42
H  -0.51  6.37  -0.17
H  1.37  2.33  1.84
H  -0.48  4.26  3.38
H  1.14  3.74  3.88
H  0.95  4.69  2.40
H  -0.10  0.48  2.62
H  0.67  1.33  3.99
H  -1.05  1.60  3.61
H  -2.60  1.64  1.47
H  -2.68  4.66  2.08
H  -3.92  3.47  2.48
H  -2.34  3.34  3.24
H  -3.10  2.16  -0.86
H  -4.38  2.76  0.21
H  -3.23  3.91  -0.51

Properties
LUMO level (spin up / spin down)   -0.059 / -0.059 hartree

---

(2)
This record from the Open Molecules 2025 dataset describes C16H33Cl2PPb as an isolated structure. The level of theory is wB97M-V/def2-TZVPD.

Element x y z (Å)
Pb  -3.13  0.56  -0.90
Cl  -0.97  -0.46  -2.08
Cl  -2.03  0.56  1.45
C  -4.13  2.28  -1.65
H  -4.65  3.06  -1.05
H  -4.51  2.15  -2.70
C  -2.44  -3.13  0.68
C  -3.26  -2.31  0.14
H  -2.18  -3.03  1.73
C  -3.74  -2.49  -1.31
H  -3.70  -1.53  0.78
C  -3.69  -3.95  -1.68
H  -4.76  -2.11  -1.44
H  -3.10  -1.96  -2.05
C  -2.32  -4.51  -1.47
H  -4.43  -4.53  -1.15
H  -3.96  -4.08  -2.71
C  -1.71  -4.22  -0.03
H  -2.25  -5.59  -1.69
H  -1.63  -4.00  -2.15
H  -1.72  -5.16  0.54
H  -0.65  -3.94  -0.19
C  1.70  1.86  -2.31
C  2.52  1.46  -1.08
C  3.56  2.53  -0.71
P  1.31  0.92  0.24
C  2.21  -0.33  1.27
C  3.69  -0.05  1.52
C  1.43  -0.64  2.56
C  0.96  2.40  1.34
C  2.09  2.83  2.27
C  0.40  3.56  0.51
H  1.13  2.78  -2.14
H  1.00  1.06  -2.56
H  2.38  2.02  -3.16
H  3.06  0.52  -1.31
H  3.10  3.50  -0.50
H  4.20  2.23  0.12
H  4.21  2.66  -1.59
H  2.13  -1.22  0.61
H  3.84  0.82  2.16
H  4.12  -0.92  2.04
H  4.25  0.08  0.59
H  0.35  -0.68  2.36
H  1.75  -1.61  2.94
H  1.62  0.11  3.33
H  0.12  2.00  1.94
H  3.01  3.08  1.72
H  1.76  3.74  2.79
H  2.31  2.08  3.03
H  -0.49  3.26  -0.05
H  0.11  4.37  1.20
H  1.15  3.97  -0.19

Properties
LUMO level   -0.104 hartree

---

The most stable arrangement is (1), and the next structure is 1.050 eV less stable.

---

(1)
This record from the Open Molecules 2025 dataset describes a 3-piece molecular cluster, C9H13NO3 overall. The level of theory is wB97M-V/def2-TZVPD.

Element x y z (Å)
C  -2.23  1.98  -0.66
C  -0.90  0.19  0.18
C  -1.70  -1.04  0.20
C  -3.13  -1.06  0.70
C  0.35  -2.03  -0.05
C  1.17  -0.93  -0.12
C  2.50  -1.25  -0.23
C  0.51  0.16  0.08
C  1.42  1.40  -0.13
H  -1.52  1.91  -1.54
H  -2.53  2.91  -0.30
H  -2.94  1.24  -0.95
H  -3.22  -2.11  0.79
H  -3.88  -0.50  -0.05
H  -2.81  -0.65  2.15
H  0.99  -2.85  0.06
H  2.76  -2.28  0.04
H  2.33  -1.06  -1.40
H  4.20  0.57  -0.64
H  1.98  1.03  -0.93
H  1.00  2.32  -0.62
H  2.69  1.31  1.40
N  -0.93  -2.16  0.12
O  -1.67  1.32  0.42
O  3.63  -0.22  0.35
O  1.95  1.82  1.13

Properties
LUMO level   -0.019 hartree

---

(2)
This record from the Open Molecules 2025 dataset describes a 2-piece molecular cluster, C9H13NO3 overall. The level of theory is wB97M-V/def2-TZVPD.

Element x y z (Å)
O  4.65  -1.13  -1.55
C  3.56  -0.63  -1.59
C  2.21  -1.19  -1.57
C  1.31  -0.19  -1.50
C  2.06  1.07  -1.36
O  1.68  2.17  -1.01
O  3.40  0.78  -1.63
H  2.00  -2.25  -1.64
H  0.23  -0.22  -1.56
C  0.73  0.14  1.39
N  -0.39  0.09  0.48
C  -1.21  -1.13  0.61
C  -2.68  -0.70  0.51
C  -2.70  0.84  0.47
C  -1.23  1.30  0.52
H  1.30  1.06  1.25
H  0.35  0.09  2.43
H  1.40  -0.71  1.20
H  -0.92  -1.83  -0.18
H  -1.00  -1.62  1.58
H  -3.17  -1.16  -0.35
H  -3.20  -1.05  1.41
H  -3.21  1.25  -0.41
H  -3.19  1.22  1.37
H  -1.04  1.85  1.46
H  -0.93  1.95  -0.31

Properties
LUMO level   -0.032 hartree
SMILES   O=C1C=CC(=O)O1.CN1CCCC1

---

The most stable arrangement is (2), and the next structure is 8.199 eV less stable.